# 1
Computed, not measured: a 13-piece molecular cluster, C82H169N8O13 overall at a distorted geometry, with ωB97M-V/def2-TZVPD.

XYZ file:
```
272
Properties=species:S:1:pos:R:3:forces:R:3:mulliken_charge:R:1
C -3.640 2.231 6.448 -0.4 2.3 -0.2 -1.452
C -2.994 2.850 5.190 -2.0 -1.2 -1.3 1.275
C -4.202 3.300 4.282 1.0 -0.1 1.3 -1.389
N -3.905 3.955 2.943 -0.7 -0.5 1.1 0.948
C -5.109 3.445 2.168 -1.1 2.7 -1.0 -0.745
C -5.067 3.573 0.648 1.0 0.2 0.1 -0.985
C -3.766 2.963 0.140 0.5 0.4 -0.5 -0.118
C -2.594 3.577 0.922 1.6 0.2 -1.8 0.558
C -2.616 3.413 2.394 -0.2 -0.6 1.0 -0.372
C -3.848 5.482 3.098 1.1 -1.8 0.8 -0.727
H -4.661 2.735 6.555 1.4 -0.6 0.7 0.396
H -2.939 2.427 7.276 -0.8 -0.2 0.1 0.370
H -3.826 1.197 6.326 -0.1 -1.1 -0.1 0.250
H -2.484 2.052 4.638 0.2 0.3 0.2 -0.434
H -2.307 3.619 5.425 0.6 1.0 0.2 0.266
H -4.867 3.963 4.822 0.1 0.5 0.2 0.591
H -4.820 2.413 4.114 0.5 0.0 0.0 0.393
H -5.162 2.426 2.404 -0.3 -1.4 0.2 0.213
H -5.971 4.056 2.579 0.8 -1.1 -0.3 0.448
H -5.827 2.923 0.209 -0.6 0.7 0.2 0.512
H -5.116 4.636 0.339 -0.4 -0.6 0.0 0.368
H -3.828 1.881 0.226 0.2 -0.2 0.4 -0.484
H -3.701 3.159 -0.957 0.3 0.1 0.7 0.510
H -1.543 3.210 0.650 -1.7 0.5 0.0 -0.484
H -2.568 4.678 0.704 0.1 -0.8 0.0 0.219
H -2.604 2.336 2.717 0.2 1.0 -0.6 -0.669
H -1.789 4.014 2.833 -0.5 -0.8 -0.2 0.556
H -4.843 5.809 3.019 -1.2 0.7 -0.1 0.297
H -3.235 5.838 2.287 0.2 0.4 0.0 0.281
H -3.437 5.726 4.114 -0.2 -0.3 -1.1 0.333
C 7.126 2.256 6.322 0.0 -0.4 1.4 -1.432
C 5.654 2.249 5.904 0.8 -1.3 -1.7 0.622
C 5.197 3.694 5.656 -0.9 -1.9 0.0 -1.124
N 3.942 3.743 4.843 -1.6 0.0 -0.9 0.835
C 2.783 2.989 5.525 0.8 -1.0 -0.2 -1.321
C 1.384 3.203 5.015 0.3 2.1 -2.0 1.027
C 1.052 4.694 5.057 2.2 0.2 1.1 -1.219
C 2.102 5.369 4.133 -0.9 0.7 0.3 0.549
C 3.551 5.169 4.608 -0.3 0.9 1.5 -0.910
C 4.237 3.268 3.428 1.5 0.2 1.9 -1.115
H 7.160 2.624 7.403 0.5 -0.2 -1.5 0.321
H 7.748 2.841 5.621 -0.2 -0.1 0.6 0.349
H 7.522 1.215 6.332 -0.2 0.7 0.0 0.387
H 5.101 1.622 6.629 -0.1 0.8 -0.3 0.244
H 5.620 1.635 4.917 -0.3 1.2 1.5 -0.253
H 5.925 4.208 5.079 0.8 0.4 -0.6 0.499
H 5.055 4.271 6.543 -0.3 0.2 0.8 0.553
H 2.839 3.127 6.613 0.1 0.5 -0.3 0.351
H 2.993 1.954 5.360 0.5 -0.9 -0.1 0.651
H 0.732 2.785 5.696 -1.2 -1.6 1.5 0.874
H 1.128 2.830 3.985 0.7 0.2 1.0 -1.254
H 1.302 5.053 6.103 -0.6 -0.3 -0.8 0.483
H -0.008 4.823 4.911 -0.1 0.6 -0.7 0.382
H 1.942 6.461 4.055 0.2 -0.4 0.2 0.541
H 1.985 5.008 3.113 0.2 -0.2 0.0 -0.826
H 3.815 5.658 5.592 -0.7 0.0 -1.1 0.370
H 4.200 5.535 3.817 0.2 0.2 0.2 0.446
H 5.270 3.575 3.316 0.1 -0.1 -0.6 0.257
H 3.629 3.741 2.737 -1.4 1.0 -1.3 0.804
H 4.149 2.238 3.316 -0.2 -2.0 0.1 0.029
C -5.179 1.336 -4.420 1.0 -0.3 -1.3 -1.419
C -6.177 0.735 -5.431 -0.3 0.0 1.5 0.121
C -5.349 0.065 -6.513 -2.0 -0.7 0.4 -1.426
N -6.260 -0.788 -7.358 0.3 -1.8 -1.4 0.490
C -7.514 -0.092 -7.906 0.9 0.4 -0.2 -0.656
C -8.243 -0.924 -8.905 -1.3 -0.6 0.0 -0.633
C -7.347 -1.226 -10.100 -0.6 -0.2 -0.3 -0.815
C -6.161 -2.054 -9.597 0.5 0.7 -0.6 -0.543
C -5.385 -1.228 -8.572 0.6 -0.1 1.0 -0.581
C -6.660 -2.098 -6.579 -0.7 2.5 0.9 -1.069
H -5.551 1.496 -3.425 -0.3 -0.1 0.3 0.255
H -4.855 2.311 -4.812 0.3 -0.3 0.3 0.459
H -4.315 0.610 -4.423 -0.7 1.0 0.6 0.296
H -6.764 1.534 -5.924 0.1 -0.4 0.5 0.554
H -6.870 0.067 -4.831 0.8 0.6 -1.2 0.064
H -4.555 -0.617 -6.209 -0.1 0.2 0.5 0.694
H -4.985 0.874 -7.105 0.5 0.3 -0.8 0.390
H -7.245 0.879 -8.399 0.1 -0.7 0.8 0.363
H -8.218 0.025 -7.117 -0.1 0.7 1.1 0.419
H -9.190 -0.354 -9.109 0.9 -0.5 -0.3 0.403
H -8.617 -1.861 -8.375 0.5 0.9 -1.0 0.274
H -6.965 -0.306 -10.596 -0.3 -0.3 0.5 0.302
H -7.919 -1.736 -10.881 0.2 -0.2 0.2 0.381
H -5.455 -2.135 -10.434 -0.1 -0.5 0.1 0.398
H -6.462 -3.063 -9.265 0.3 0.5 0.0 0.284
H -5.047 -0.251 -9.008 -0.2 -1.0 0.2 0.474
H -4.470 -1.781 -8.141 -1.5 0.9 -0.6 0.417
H -7.224 -1.715 -5.675 0.8 -0.6 -0.9 0.091
H -5.743 -2.591 -6.253 -0.2 0.0 -0.2 0.397
H -7.386 -2.658 -7.146 0.4 -0.2 -0.4 0.613
C 2.489 -2.863 9.633 -0.2 0.9 -1.8 -1.479
C 1.761 -3.248 8.301 0.8 -1.0 -0.4 -0.501
C 1.047 -2.040 7.721 0.9 1.0 -1.0 -0.296
N -0.248 -2.126 6.904 0.8 -2.5 0.8 0.812
C -1.368 -2.725 7.761 -0.4 -0.4 -1.5 -0.649
C -2.606 -3.147 6.829 0.2 1.0 0.7 -0.186
C -2.214 -3.995 5.604 0.2 0.7 1.3 -1.469
C -1.166 -3.280 4.802 0.2 1.6 0.7 1.673
C 0.052 -3.047 5.665 -0.9 0.9 1.6 -0.243
C -0.606 -0.809 6.414 0.1 0.4 -0.1 -0.763
H 1.785 -3.005 10.377 -1.9 0.6 1.7 0.454
H 2.920 -1.834 9.678 -0.3 -0.9 -0.2 0.281
H 3.168 -3.587 9.982 1.6 -0.9 -0.4 0.463
H 1.068 -4.065 8.524 0.1 0.0 0.1 0.345
H 2.480 -3.673 7.533 -0.8 0.6 0.8 0.233
H 1.776 -1.598 7.019 -0.5 0.1 0.1 -0.018
H 0.895 -1.306 8.495 -0.5 0.3 0.4 0.615
H -0.940 -3.630 8.238 -0.3 0.6 -0.1 0.392
H -1.600 -1.937 8.500 -0.1 -0.6 -0.2 0.382
H -3.342 -3.661 7.474 0.4 0.2 -0.3 0.445
H -3.100 -2.215 6.455 0.4 -0.6 0.4 -0.172
H -1.868 -4.953 5.929 0.5 -0.8 0.4 0.578
H -3.057 -4.221 5.008 -1.2 0.0 -0.6 0.515
H -0.749 -3.952 4.086 -0.1 -0.2 -1.3 0.614
H -1.573 -2.289 4.415 0.5 -1.6 -0.2 -1.208
H 0.341 -3.997 6.092 0.5 -0.2 0.2 0.601
H 0.862 -2.501 5.221 0.6 -0.1 -0.6 -0.477
H -0.905 -0.161 7.220 -0.2 0.1 0.5 0.319
H -1.404 -0.962 5.726 -0.7 0.4 -0.5 0.194
H 0.239 -0.380 5.901 0.4 0.1 -0.3 0.084
C 2.859 1.801 -0.869 0.1 -0.4 -0.4 -1.278
C 1.500 1.257 -0.425 0.9 1.0 1.5 0.493
C 1.627 0.178 0.630 -0.2 -0.7 0.0 0.917
N 0.318 -0.127 1.458 0.6 -0.6 -1.4 1.187
C 0.453 -1.577 1.961 -0.1 1.3 0.8 1.085
C 0.215 -2.619 0.931 -0.6 -0.2 -2.0 -0.858
C -1.071 -2.382 0.063 1.2 0.3 -1.6 -0.459
C -1.023 -0.955 -0.540 0.3 0.3 1.0 -0.979
C -0.940 0.051 0.642 1.3 -1.6 -1.4 0.293
C 0.225 0.756 2.633 0.9 1.4 -0.3 0.493
H 3.603 1.114 -1.257 -0.3 -0.9 0.0 -0.354
H 3.338 2.288 -0.066 0.4 0.8 1.1 0.112
H 2.784 2.519 -1.667 -0.5 0.5 -0.3 0.595
H 1.004 0.880 -1.251 -1.2 -0.7 -1.7 0.545
H 0.926 2.096 -0.010 0.1 0.0 -0.1 -1.104
H 2.386 0.446 1.361 -0.1 -0.1 0.3 -0.204
H 1.970 -0.767 0.151 -0.5 0.6 0.4 0.136
H 1.460 -1.600 2.364 0.2 -0.1 0.0 -0.511
H -0.228 -1.668 2.808 -0.2 0.1 -0.2 -0.327
H 1.083 -2.669 0.233 -0.5 -0.2 0.5 0.054
H 0.083 -3.580 1.416 0.3 -0.2 0.2 0.653
H -1.082 -3.084 -0.824 -0.1 0.4 1.3 0.398
H -1.963 -2.480 0.656 -0.5 -0.2 0.3 0.120
H -0.156 -0.872 -1.255 -1.0 0.1 0.6 0.208
H -1.975 -0.625 -0.995 0.5 -0.7 -0.4 0.079
H -0.931 1.027 0.224 -0.1 1.0 0.1 0.065
H -1.791 -0.144 1.261 -0.4 0.3 0.7 -0.035
H 0.338 1.847 2.359 0.2 -1.1 -0.1 -0.926
H 0.986 0.404 3.322 0.2 0.3 0.3 0.368
H -0.755 0.652 3.027 -0.8 -0.4 0.6 -0.314
C 6.949 -3.691 -2.902 -0.6 2.0 -1.9 -1.804
C 7.502 -2.732 -1.865 -0.8 -1.0 0.2 1.229
C 7.840 -1.340 -2.368 2.2 -0.8 0.9 0.115
C 8.161 -0.356 -1.244 -1.2 -0.4 0.0 -1.252
C 6.970 -0.216 -0.289 0.7 0.8 0.4 -1.025
C 6.277 -1.445 0.255 -1.1 0.2 -1.0 2.243
N 6.362 -2.613 -0.763 1.3 0.7 -0.9 1.230
O 5.741 -3.583 -0.601 -1.0 -0.3 0.5 -0.545
C 4.772 -1.123 0.530 2.0 -1.1 1.9 -1.062
C 6.918 -1.995 1.461 -0.8 0.3 2.7 -1.242
C 8.625 -3.459 -1.112 0.0 0.9 -1.3 -1.484
H 6.806 -4.678 -2.620 -0.2 -1.7 1.2 0.530
H 7.651 -3.794 -3.736 0.1 0.5 0.1 0.429
H 5.978 -3.339 -3.311 0.6 0.0 0.2 0.088
H 7.015 -0.975 -2.910 -0.9 0.5 -1.2 -0.791
H 8.823 -1.436 -2.918 -1.4 0.0 -0.2 0.459
H 8.275 0.612 -1.742 0.5 0.0 0.4 0.535
H 9.051 -0.695 -0.749 0.6 0.3 0.3 0.500
H 6.240 0.319 -0.829 -1.1 0.6 -0.9 0.095
H 7.202 0.478 0.557 0.0 -0.8 -0.4 0.486
H 4.418 -0.753 -0.374 -1.1 1.0 -1.1 -0.176
H 4.744 -0.509 1.461 -0.2 0.0 -1.0 -0.081
H 4.255 -2.037 0.798 -0.2 -0.3 0.0 0.358
H 6.579 -3.004 1.630 -0.1 -0.4 0.3 0.564
H 6.471 -1.368 2.315 1.1 -0.9 -1.0 0.089
H 7.990 -1.998 1.477 0.5 0.3 0.0 0.447
H 9.536 -3.410 -1.722 -0.3 -0.3 -0.1 0.384
H 8.351 -4.476 -0.876 0.1 -0.1 0.3 0.349
H 8.832 -2.828 -0.302 0.6 0.2 1.8 0.427
C -7.812 -4.064 -0.015 -0.5 0.3 0.8 -1.455
C -6.790 -4.005 -1.131 0.4 -1.1 -0.6 1.402
C -7.542 -3.853 -2.467 1.3 0.2 -1.4 -1.463
C -8.061 -2.469 -2.883 -0.9 -0.8 1.4 -1.212
C -6.932 -1.487 -2.739 -1.1 1.0 0.1 0.147
C -6.298 -1.427 -1.340 -1.0 0.0 1.1 1.484
N -5.877 -2.834 -0.916 0.5 0.4 -0.6 1.376
O -4.828 -3.006 -0.405 -0.5 0.3 0.2 -0.198
C -7.367 -1.008 -0.251 0.1 -0.3 -0.7 -1.510
C -5.123 -0.495 -1.299 1.4 -0.5 -0.7 -1.032
C -5.880 -5.268 -1.076 -0.4 0.0 0.3 -1.618
H -7.391 -3.702 0.931 -0.1 -0.3 -0.1 0.221
H -8.132 -5.111 0.108 0.1 0.5 -0.1 0.473
H -8.683 -3.441 -0.259 0.2 -0.4 0.2 0.371
H -8.273 -4.631 -2.518 -0.7 -0.4 0.2 0.534
H -6.843 -4.079 -3.308 -0.1 -0.1 0.8 0.295
H -9.006 -2.087 -2.434 0.7 -0.5 0.5 0.548
H -8.416 -2.595 -3.883 0.3 0.1 -1.0 0.447
H -7.473 -0.505 -2.891 1.4 -0.5 0.0 0.361
H -6.149 -1.747 -3.445 0.2 0.5 -0.3 -0.220
H -7.035 -1.128 0.776 0.2 -0.6 0.1 0.113
H -8.309 -1.526 -0.470 0.3 0.4 0.5 0.381
H -7.530 0.060 -0.291 -0.1 0.3 -0.6 0.413
H -4.591 -0.482 -0.333 -0.5 0.2 -0.2 0.084
H -5.542 0.477 -1.548 0.3 0.2 0.2 0.059
H -4.363 -0.777 -2.088 -0.9 0.2 0.7 0.128
H -5.041 -5.189 -1.776 -0.3 0.0 0.1 0.273
H -6.510 -6.143 -1.294 0.2 0.3 -0.1 0.468
H -5.487 -5.430 -0.052 -0.2 0.2 -0.5 0.381
C 3.294 2.573 -5.473 0.4 0.2 0.2 -1.651
C 4.687 2.582 -6.123 0.1 -0.4 0.4 1.714
C 5.672 2.911 -4.984 0.8 0.6 -1.7 -1.227
C 7.139 2.713 -5.297 0.4 -1.7 -0.8 -1.118
C 7.295 1.196 -5.510 0.0 -1.1 0.3 -0.419
C 6.507 0.680 -6.760 0.3 0.9 -0.9 1.460
N 5.017 1.186 -6.681 1.6 0.1 1.8 1.029
O 4.172 0.427 -6.920 -1.0 -0.4 -0.5 -0.414
C 6.510 -0.801 -6.846 -0.6 -2.0 -1.4 -1.649
C 6.991 1.245 -8.116 1.3 0.5 0.1 -1.681
C 4.781 3.579 -7.272 -1.7 0.9 -1.1 -1.642
H 3.195 3.611 -5.077 -0.2 -0.9 -0.1 0.497
H 3.164 1.803 -4.681 0.4 0.6 -0.4 0.078
H 2.541 2.415 -6.214 -0.7 0.0 -0.5 0.519
H 5.422 2.284 -4.178 -0.5 -0.4 1.4 0.248
H 5.491 3.960 -4.840 -0.3 0.5 0.7 0.681
H 7.807 2.911 -4.469 -0.1 0.7 0.3 0.469
H 7.478 3.246 -6.194 0.0 0.2 0.4 0.389
H 6.777 0.692 -4.657 0.5 0.3 -0.5 -0.151
H 8.375 0.779 -5.471 -1.7 0.8 -0.7 0.502
H 5.940 -1.324 -6.087 0.0 0.3 0.5 0.127
H 7.539 -1.142 -6.810 0.3 0.1 0.3 0.453
H 6.152 -1.251 -7.823 0.2 1.0 0.9 0.361
H 6.489 0.845 -9.001 -0.3 0.0 0.3 0.396
H 8.065 1.008 -8.244 -0.5 -0.3 0.2 0.408
H 7.011 2.332 -8.150 -0.4 0.1 0.0 0.392
H 3.969 4.325 -7.112 0.2 -0.6 0.0 0.491
H 4.551 3.200 -8.315 0.6 0.2 1.3 0.292
H 5.642 4.230 -7.242 0.7 -0.4 -0.2 0.390
C 4.095 -2.525 4.186 -0.8 -1.4 0.1 -0.948
C 3.261 -1.243 4.198 0.1 1.0 1.2 -0.286
O 3.560 -0.322 3.412 0.5 0.0 -1.0 -0.314
O 2.365 -1.089 5.070 -0.4 -0.7 0.2 -0.378
H 3.920 -3.233 5.054 -0.5 0.7 -1.2 0.128
H 5.138 -2.317 4.336 0.6 0.5 -0.5 0.423
H 3.930 -3.031 3.189 0.4 0.3 1.1 0.112
C -4.592 -1.521 3.805 0.8 1.8 -0.2 -1.801
C -3.566 -0.572 3.130 0.7 0.1 0.6 -0.285
O -3.973 0.164 2.186 0.6 -0.4 0.8 -0.475
O -2.353 -0.679 3.577 -2.0 0.6 -0.9 0.352
H -4.473 -2.385 3.223 0.2 -1.9 -0.3 0.495
H -5.599 -1.208 3.640 -0.7 0.5 0.0 0.462
H -4.382 -1.625 4.863 0.0 -0.4 0.0 0.122
C -2.608 -3.914 -4.485 0.3 0.1 -0.3 -1.501
C -3.840 -3.163 -4.050 1.0 -1.2 0.3 0.462
O -4.406 -2.425 -4.861 -0.9 1.2 -0.7 -0.657
O -4.178 -3.413 -2.873 -1.1 0.6 0.6 -0.504
H -2.210 -4.280 -3.549 0.6 -0.4 -0.2 0.380
H -1.913 -3.252 -5.008 0.0 -0.1 0.1 0.330
H -2.866 -4.727 -5.177 0.0 0.1 0.3 0.280
C 0.384 5.374 -0.035 -1.2 -0.2 -0.9 -1.515
C 0.840 4.541 1.123 1.2 -0.6 -1.1 0.378
O 2.086 4.372 1.103 0.1 -0.2 0.8 -0.743
O 0.014 4.003 1.887 0.0 -0.1 0.9 0.216
H 0.625 4.812 -0.948 0.1 0.1 0.2 0.275
H 1.013 6.251 -0.051 -0.3 0.6 -0.2 0.459
H -0.715 5.524 -0.094 0.8 0.5 0.3 0.114
C 3.411 -1.947 -4.331 -0.8 -0.5 -0.4 -1.439
C 4.292 -1.047 -3.473 0.9 0.0 2.0 0.393
O 4.518 -1.417 -2.265 -0.4 -0.3 -1.4 -0.595
O 4.816 -0.003 -3.939 -0.5 -0.2 -0.9 -0.314
H 2.442 -1.472 -4.649 1.0 -0.2 0.3 0.332
H 3.165 -2.914 -3.851 0.1 0.7 0.2 0.375
H 3.946 -2.267 -5.229 0.0 0.4 -0.2 0.338
```
Forces are in eV/Å.

Properties
DFT total energy (eV): -126284.1501
Largest force on an atom (Eh/bohr): 0.060
Multiplicity: 1
Net charge: +3
HOMO energy (Eh): -0.4623
LUMO level (eV): -6.4

=====

# 2
Computed, not measured: a 2-piece molecular cluster, C6H18O2PSi2 overall at a distorted geometry, with ωB97M-V/def2-TZVPD.

XYZ file:
```
29
Properties=species:S:1:pos:R:3:forces:R:3:nbo_charge:R:1
C 0.410 -2.711 -1.212 -0.2 0.7 0.3 -1.092
C 1.007 -3.484 1.800 -2.5 1.3 -2.5 -1.041
C 2.660 -1.476 0.211 -2.5 2.4 -1.5 -1.074
C -1.537 0.430 -0.933 -0.4 1.9 -2.4 -1.120
C -3.984 0.965 0.997 -0.3 -1.2 -0.2 -1.106
C -2.278 3.270 0.313 -1.6 -1.2 -0.8 -1.068
O 0.798 1.935 1.660 -1.1 -1.1 -1.1 -1.101
O -0.559 0.801 3.426 -0.9 -0.9 0.1 -1.107
Si 0.709 -1.909 0.548 2.1 -0.1 0.7 0.835
Si -2.159 1.350 0.629 -0.5 0.6 -1.7 1.224
P -0.318 0.962 1.972 1.7 1.0 0.8 1.696
H 1.308 -3.170 -1.618 0.2 -0.2 0.2 0.211
H -0.378 -3.431 -1.193 -0.6 -0.8 0.1 0.206
H 0.093 -1.990 -1.969 0.0 0.3 0.1 0.213
H 1.871 -3.545 2.323 3.1 0.5 1.5 0.203
H 0.253 -3.631 2.522 -1.3 0.1 0.9 0.206
H 0.978 -4.366 1.208 0.0 -1.0 -0.9 0.197
H 2.787 -1.231 -0.940 0.1 -0.4 2.5 0.200
H 2.916 -0.637 0.874 -0.2 0.5 -0.7 0.225
H 3.307 -2.176 0.606 1.3 -2.3 0.1 0.198
H -2.161 -0.303 -1.494 0.2 0.2 0.9 0.235
H -1.454 1.278 -1.752 -0.1 -1.3 1.5 0.218
H -0.520 0.028 -0.867 -0.3 0.1 0.3 0.259
H -4.216 1.001 2.043 0.0 -0.1 0.8 0.239
H -4.787 1.536 0.533 0.6 0.9 -0.3 0.233
H -4.294 -0.022 0.647 0.5 -0.4 0.3 0.230
H -1.742 3.696 1.105 1.1 1.1 0.8 0.237
H -1.883 3.481 -0.682 0.3 0.3 0.3 0.229
H -3.325 3.699 0.350 1.0 -0.8 0.0 0.216
```
Forces are in eV/Å.

Properties
DFT total energy (eV): -35654.0013
Largest force on an atom (Eh/bohr): 0.074
Multiplicity: 1
Net charge: -1
HOMO energy (alpha / beta) (Eh): -0.1215 / -0.1215
ΔE to the lowest compared entry with this formula, charge and spin (kJ/mol): 225.60
LUMO level (alpha / beta) (eV): 3.2 / 3.2